ORCA calculation (ωB97M-V with the def2-TZVPD basis set) on a molecular structure, C8H21O2PS2Ta.

Last column: natural (NBO) charge in e.
Element x y z (Å)
C (3.284, -1.324, 1.970)  -0.64
C (3.886, -1.178, 0.429)  -0.55
S (2.712, -1.758, -0.910)  0.16
C (1.942, -0.318, -1.846)  -1.09
Ta (-0.322, -0.115, -1.201)  1.91
C (-0.733, 1.538, -2.769)  -1.24
S (0.130, -2.007, 0.464)  -0.49
C (-2.549, -0.031, -0.511)  -1.00
C (-2.856, -1.388, 0.605)  0.12
C (-4.185, -1.121, 1.689)  -0.33
O (-2.597, -1.090, 2.117)  -0.54
P (0.477, 1.555, 0.611)  0.36
C (-0.302, 3.304, 0.388)  -0.94
O (-0.089, 0.976, 2.192)  -0.95
H (2.756, -0.339, 2.353)  0.21
H (2.515, -2.224, 2.079)  0.24
H (4.186, -1.602, 2.689)  0.19
H (4.302, -0.092, 0.295)  0.22
H (4.838, -1.897, 0.385)  0.21
H (1.900, -0.488, -3.014)  0.24
H (2.490, 0.715, -1.666)  0.24
H (-0.688, -1.397, -2.500)  -0.44
H (-1.107, 2.560, -2.286)  0.23
H (-1.579, 1.224, -3.549)  0.24
H (0.215, 1.805, -3.416)  0.23
H (-0.134, -3.254, -0.130)  0.17
H (-3.268, -0.220, -1.423)  0.22
H (-2.823, 0.900, 0.143)  0.23
H (-2.692, -2.551, 0.162)  0.21
H (-4.526, -0.188, 1.070)  0.24
H (-4.564, -2.223, 1.584)  0.22
H (-1.443, 3.262, 0.653)  0.22
H (-0.066, 3.743, -0.675)  0.24
H (0.210, 4.020, 1.192)  0.21
H (0.679, 1.208, 2.824)  0.47

total charge: -1

=====

ORCA calculation (ωB97M-V with the def2-TZVPD basis set) on C4H7NO in the gas phase.

Last column: natural (NBO) charge in e.
Element x y z (Å)
C (0.912, -0.085, -1.125)  -0.66
C (-0.368, -0.053, -0.436)  0.18
C (-1.602, -0.217, -0.982)  -0.47
C (0.758, 0.411, 1.775)  0.52
H (0.794, -0.152, -2.196)  0.24
H (1.374, -1.028, -0.689)  0.23
H (1.581, 0.855, -0.854)  0.22
H (-1.769, -0.461, -2.057)  0.22
H (-2.453, -0.225, -0.194)  0.20
H (-1.250, 0.009, 1.525)  0.41
H (1.701, 0.472, 1.217)  0.13
N (-0.339, -0.036, 1.011)  -0.63
O (0.661, 0.510, 3.005)  -0.59

relative energy (zero: lowest compared OMol25 entry of this formula, charge and spin): 34.6 kcal per mole
SMILES string: C=C(C)NC=O

=====

ORCA calculation (ωB97M-V with the def2-TZVPD basis set) on 3 unconnected molecules or ions with the total composition C5H16NO.

Last column: natural (NBO) charge in e.
Element x y z (Å)
C (-0.206, -0.012, -1.919)  -0.60
C (-0.750, 1.105, -1.030)  -0.56
C (-1.004, 0.679, 0.361)  0.46
C (-0.118, 1.136, 1.450)  -0.55
C (-0.239, 2.681, 1.514)  -0.56
N (2.196, -2.527, -1.177)  -1.08
H (0.355, -0.763, -1.348)  0.25
H (0.375, 0.387, -2.742)  0.26
H (0.045, 1.850, -0.961)  0.26
H (-1.614, 1.573, -1.511)  0.28
H (-2.062, 0.540, 0.618)  0.22
H (-0.930, -1.387, 0.649)  0.43
H (-0.508, 0.678, 2.362)  0.25
H (0.907, 0.753, 1.391)  0.29
H (0.341, 3.116, 0.711)  0.23
H (0.029, 3.076, 2.488)  0.27
H (-1.295, 2.924, 1.358)  0.22
H (-0.962, -0.678, -2.348)  0.24
H (3.135, -2.791, -1.425)  0.37
H (1.701, -3.304, -0.780)  0.37
H (-0.748, -2.670, 1.478)  0.50
H (2.282, -1.789, -0.493)  0.35
O (-0.338, -2.118, 0.786)  -0.90

total charge: +1
relative energy (zero: lowest compared OMol25 entry of this formula, charge and spin): 90.1 kcal per mole

=====

Calculated lowest unoccupied orbital energy (eV), listed in the same order as above: 2.21; 0.81; -7.29